Entry 1:
Here is a 2-piece molecular cluster, C13H26NO4 overall from the Open Molecules 2025 dataset. Energies are from wB97M-V/def2-TZVPD.

Structure (ORCA input):
```
! wB97M-V def2-TZVPD RIJCOSX def2/J DEFGRID3
* xyz 1 1
O -0.1537 5.5363 0.0924
O -0.6367 3.3695 -0.3306
O -0.6081 3.8373 -2.6161
O 0.7745 -1.8423 -1.5197
N 0.4778 -1.5682 -0.4157
C 1.2661 -0.4094 0.1642
C -0.5619 -3.8284 -0.4309
C 2.2560 -2.1983 1.7177
C 2.5321 -1.0248 0.7808
C -0.9139 -2.3917 1.5405
C 0.4577 0.3758 1.2080
C 1.4140 -3.2789 1.0425
C 0.2123 4.4223 -0.1113
C 0.0957 -2.7661 0.4381
C -3.1527 2.0568 -0.4485
C 1.6200 0.5869 -0.9273
C -1.4364 3.6060 -1.5169
C -2.3482 2.4214 -1.7148
H -4.2074 1.9516 -0.6897
H 3.1919 -1.3555 -0.0276
H -0.8482 -4.6580 0.2085
H -1.4598 -3.4425 -0.9142
H 1.7705 -1.8504 2.6310
H -2.8047 1.1257 -0.0075
H -1.4132 -3.2952 1.8783
H 3.0495 -0.2241 1.3069
H -0.1865 3.0013 -2.8525
H 0.1045 -4.2179 -1.1984
H 2.2814 0.1729 -1.6875
H -3.0466 2.8480 0.2909
H 1.1487 -4.0601 1.7536
H 0.3336 -0.1403 2.1554
H 2.0028 -3.7525 0.2508
H 0.9816 1.3000 1.4346
H 1.2736 4.1510 -0.1010
H 2.1370 1.4267 -0.4729
H -3.0586 2.7201 -2.4846
H -1.6820 -1.7137 1.1689
H -0.5252 0.6500 0.8251
H -2.0209 4.5101 -1.3642
H 0.7229 0.9696 -1.4141
H -0.4536 -1.9458 2.4171
H 3.2059 -2.6335 2.0280
H -1.7919 1.5582 -2.0873
*
```

The orbital gap is 6.711 eV. As for the calculated total energy: -23573.7752 eV. The calculation puts the HOMO energy at -13.1 eV.

How is the electron density shared among the atoms? According to Löwdin, the charges in e are:
1. O 0.1352
2. O -0.0369
3. O 0.0367
4. O 0.2371
5. N 0.0390
6. C -0.4308
7. C -0.0130
8. C -0.1477
9. C -0.0971
10. C -0.0026
11. C 0.0001
12. C -0.0993
13. C -0.3180
14. C -0.4342
15. C -0.0698
16. C -0.0100
17. C -0.4151
18. C -0.1667
19. H 0.0765
20. H 0.1388
21. H 0.1060
22. H 0.1077
23. H 0.1142
24. H 0.0501
25. H 0.1020
26. H 0.1447
27. H 0.1004
28. H 0.0949
29. H 0.0980
30. H 0.0812
31. H 0.1449
32. H 0.0743
33. H 0.1383
34. H 0.1027
35. H 0.1413
36. H 0.1039
37. H 0.1239
38. H 0.0995
39. H 0.0865
40. H 0.1651
41. H 0.0848
42. H 0.0751
43. H 0.1316
44. H 0.1063

=====

Entry 2:
Here is C13H26NO4P2Ti as an isolated structure from the Open Molecules 2025 dataset. Energies are from wB97M-V/def2-TZVPD.

Structure (ORCA input):
```
! wB97M-V def2-TZVPD RIJCOSX def2/J DEFGRID3
* xyz 3 1
Ti -0.4038 -0.3066 0.1509
P -1.9112 1.5405 0.0286
P 0.3494 -2.3386 -0.8316
O -1.6562 -1.1666 -5.9152
O 0.6821 -0.2390 1.7914
O 2.9504 2.0723 -0.5406
O 2.4831 0.8127 2.5492
N -2.2149 -1.4212 0.2833
C -3.4974 -3.4223 -0.0014
C 1.0501 -2.6359 -2.4615
C 2.6457 -0.0862 3.7233
C -1.1211 -3.4238 -0.7034
C -2.7412 2.3293 -1.3659
C -3.3177 0.6998 0.9148
C -4.6284 -2.8053 0.4995
C -4.5448 -1.4665 0.8245
C -3.3538 -0.7764 0.6479
C -1.4328 2.9280 1.0810
C 1.4806 0.7536 1.7332
C 1.5520 -3.1221 0.2847
C -2.3081 -2.7106 -0.1185
H 1.0348 -3.7502 1.0198
H -0.8725 -4.2764 -0.0545
H -3.2021 0.8619 1.9963
H -3.0101 1.5811 -2.1186
H 2.2483 -3.7182 -0.3174
H 1.9166 0.1969 4.4831
H -5.3999 -0.9153 1.2196
H -1.1473 2.5747 2.0785
H -1.5645 -0.3583 -5.4917
H -3.6454 2.8579 -1.0386
H 1.7715 -1.8338 -2.6537
H 2.5420 -1.1290 3.4165
H -0.5501 3.3842 0.6161
H 3.2956 1.6725 -1.3516
H -2.2478 3.6571 1.1532
H 3.6474 2.5979 -0.2426
H 0.2696 -2.5984 -3.2298
H -4.2678 1.1607 0.6032
H -3.5000 -4.4588 -0.3178
H -5.5525 -3.3631 0.6351
H -2.0428 3.0386 -1.8230
H 3.6578 0.0913 4.0859
H -1.3462 -3.7889 -1.6326
H 1.5678 -3.6037 -2.4733
H 2.1114 -2.3384 0.8132
H -2.5207 -1.5088 -5.6338
*
```

The orbital gap (spin up / spin down) is 5.496 / 5.537 eV. As for the calculated total energy: -65245.8292 eV. The calculation puts the HOMO energy (spin up / spin down) at -18.2 / -18.2 eV. The calculation puts the relative energy (zero: lowest compared OMol25 entry of this formula, charge and spin) at 622.01 kJ/mol.

How is the electron density shared among the atoms? According to Löwdin, the charges in e are:
1. Ti 1.0419
2. P 0.8437
3. P 0.8694
4. O -0.0208
5. O -0.1515
6. O -0.0448
7. O -0.0072
8. N -0.0272
9. C 0.0409
10. C -0.1887
11. C 0.0600
12. C -0.2106
13. C -0.1965
14. C -0.2191
15. C 0.0505
16. C 0.0372
17. C -0.2922
18. C -0.2048
19. C -0.2050
20. C -0.1814
21. C -0.2725
22. H 0.0797
23. H 0.1320
24. H 0.1266
25. H 0.0671
26. H 0.0839
27. H 0.1159
28. H 0.1534
29. H 0.0653
30. H -0.0231
31. H 0.0905
32. H 0.0723
33. H 0.0970
34. H 0.0762
35. H 0.0545
36. H 0.0920
37. H 0.0212
38. H 0.0732
39. H 0.1265
40. H 0.1507
41. H 0.1538
42. H 0.0791
43. H 0.1197
44. H 0.0854
45. H 0.0906
46. H 0.0466
47. H 0.0486

=====

Entry 3:
Here is a 2-piece molecular cluster, C13H27BClIN2O5P overall from the Open Molecules 2025 dataset. Energies are from wB97M-V/def2-TZVPD.

Structure (ORCA input):
```
! wB97M-V def2-TZVPD RIJCOSX def2/J DEFGRID3
* xyz 1 1
I -4.5870 1.3047 -0.2415
Cl 1.4599 5.1367 0.1367
P -0.3253 4.1203 -0.3183
O 1.8743 2.5793 1.9389
O -0.4342 -2.6366 2.5641
O -1.4805 4.8642 0.6749
O -0.2691 2.9494 3.0490
O 1.2309 -1.8123 -2.2484
N 0.6905 1.3828 -0.1509
N 3.3884 -1.9313 -2.8485
C -1.1270 -0.3373 2.2966
C -1.0755 0.1157 0.7937
C -1.1766 1.3828 -3.0919
C -2.1582 0.7304 -2.0414
C -2.5065 1.6750 -0.8406
C 0.2926 0.1605 0.0487
C 2.3444 -3.8917 -1.8167
C -0.2528 2.3819 0.4372
C 2.2681 -2.4734 -2.3145
C -1.5718 1.5498 0.4110
C -1.6073 -1.8268 2.4956
C -2.3891 -1.9031 3.8647
C 4.6937 -2.5465 -3.0125
B 0.4467 2.6576 1.8842
H -1.8764 0.3265 2.7939
H -0.1731 -0.1833 2.8444
H -0.0787 -2.5368 3.4513
H -1.8589 4.2330 1.3047
H 4.7117 -3.5663 -2.6421
H 3.0845 -3.9727 -1.0190
H -2.1102 -1.0410 4.5116
H 5.4316 -1.9537 -2.4697
H 0.2507 2.6515 3.8035
H -2.5212 2.7111 -1.2499
H -2.1182 -2.8339 4.4093
H -1.4707 2.4510 -3.1901
H 1.5398 1.6496 -0.6448
H 2.0906 1.7317 2.3467
H -1.2172 0.8625 -4.0691
H -3.4843 -1.8546 3.7049
H 4.9510 -2.5448 -4.0727
H -1.6267 -0.7046 0.2726
H 1.3753 -4.1850 -1.4202
H -1.7301 -0.2527 -1.7552
H -2.2274 1.9127 1.2375
H 3.2644 -0.9813 -3.1627
H -0.1364 1.3064 -2.7069
H -3.0953 0.5035 -2.5984
H 2.6019 -4.5654 -2.6349
H -2.2540 -2.1609 1.6608
H 0.9489 -0.6347 -0.3753
*
```

The orbital gap is 8.256 eV. As for the calculated total energy: -57721.3935 eV. The calculation puts the HOMO energy at -12.1 eV.

How is the electron density shared among the atoms? According to Löwdin, the charges in e are:
1. I 0.8587
2. Cl 0.2888
3. P 0.6905
4. O 0.0855
5. O -0.0483
6. O -0.2996
7. O 0.1703
8. O -0.0175
9. N 0.1358
10. N 0.0113
11. C -0.0814
12. C -0.1691
13. C -0.0852
14. C -0.2990
15. C -0.6571
16. C 0.0996
17. C -0.0007
18. C -0.4077
19. C -0.5406
20. C -0.3129
21. C -0.3837
22. C -0.0338
23. C -0.0610
24. B -0.6665
25. H 0.1267
26. H 0.1287
27. H 0.0874
28. H 0.0501
29. H 0.0776
30. H 0.0902
31. H 0.0816
32. H 0.0874
33. H 0.1206
34. H 0.0597
35. H 0.0910
36. H 0.0745
37. H 0.1853
38. H 0.1084
39. H 0.0851
40. H 0.0890
41. H 0.0907
42. H 0.1441
43. H 0.0865
44. H 0.0984
45. H 0.1005
46. H 0.1392
47. H 0.0518
48. H 0.0814
49. H 0.0934
50. H 0.1470
51. H 0.1473

=====

Entry 4:
Here is C13H27ClIN2OP2Tl as an isolated structure from the Open Molecules 2025 dataset. Energies are from wB97M-V/def2-TZVPD.

Structure (ORCA input):
```
! wB97M-V def2-TZVPD RIJCOSX def2/J DEFGRID3
* xyz 2 1
Tl -1.9428 -0.3983 -4.9695
I -0.6335 0.7985 -0.2898
Cl -3.8835 -0.4188 -3.2382
P -2.9914 1.0837 0.4238
P 1.6197 -0.9417 -1.9974
O 0.9005 -1.7307 0.4580
N 0.9828 0.9272 2.3374
N 2.5097 2.0562 1.0432
C 3.0173 -0.2140 -1.1503
C 0.3487 -1.4218 -0.6317
C -3.7949 2.2446 -0.6833
C -0.8339 -2.1803 -1.2240
C 3.3090 0.8908 3.0106
C 2.1321 -2.5342 -2.6595
C 0.7235 0.0260 3.2795
C 3.0107 0.0090 4.0451
C -3.8045 -0.5179 0.3409
C 2.2542 1.3005 2.1610
C 1.6900 -0.4393 4.1803
C -2.9843 1.6810 2.1193
C 0.9798 0.0511 -3.3481
H 3.3839 2.5626 1.0100
H -2.5104 0.9448 2.7826
H 3.3033 -0.8830 -0.3249
H -4.0258 1.8437 2.4344
H 4.3069 1.2704 2.7938
H 2.8034 0.7757 -0.7206
H -2.4324 2.6279 2.1831
H 3.8508 -0.1387 -1.8649
H -0.3042 -0.3416 3.3214
H -1.5063 -2.4635 -0.4072
H -3.9677 -0.7928 -0.7146
H 0.6884 -0.5929 -4.1948
H 1.7041 2.4872 0.6012
H 1.7950 0.6977 -3.6994
H 3.0944 -2.3829 -3.1690
H 3.7898 -0.3266 4.7291
H -1.4106 -1.5770 -1.9408
H -3.1997 -1.2855 0.8410
H 0.1497 0.7009 -3.0331
H 1.3919 -2.9123 -3.3795
H -4.7754 -0.4239 0.8500
H -3.9198 1.7747 -1.6713
H -4.7797 2.4962 -0.2619
H -3.1883 3.1557 -0.7647
H 2.2595 -3.2525 -1.8355
H 1.3909 -1.1381 4.9578
H -0.5008 -3.0979 -1.7296
*
```

The orbital gap is 5.889 eV. As for the calculated total energy: -62827.3530 eV. The calculation puts the HOMO energy at -13.2 eV. The calculation puts the relative energy (zero: lowest compared OMol25 entry of this formula, charge and spin) at 28.58 kJ/mol.

How is the electron density shared among the atoms? According to Löwdin, the charges in e are:
1. Tl 0.6611
2. I 1.1968
3. Cl -0.2607
4. P 0.5775
5. P 0.8701
6. O -0.0456
7. N 0.0012
8. N 0.0828
9. C -0.1683
10. C -0.8467
11. C -0.2299
12. C -0.1067
13. C -0.0085
14. C -0.1551
15. C -0.1665
16. C -0.0458
17. C -0.2285
18. C -0.4129
19. C -0.0582
20. C -0.2140
21. C -0.2629
22. H 0.1118
23. H 0.0625
24. H 0.0853
25. H 0.0849
26. H 0.1150
27. H 0.0325
28. H 0.0762
29. H 0.0827
30. H 0.0968
31. H 0.0899
32. H -0.0158
33. H -0.0218
34. H 0.0539
35. H 0.0837
36. H 0.0834
37. H 0.1203
38. H 0.0155
39. H 0.0638
40. H -0.0202
41. H 0.0734
42. H 0.0866
43. H 0.0032
44. H 0.0873
45. H 0.0711
46. H 0.0907
47. H 0.1082
48. H 0.0997